No. 1
Density functional theory data (the ωB97M-V functional and the def2-TZVPD basis) for the molecule CH3N3S2 in a non-equilibrium geometry.

Cartesian coordinates (Å):
C -0.934 -0.237 0.050
N 1.287 0.232 0.438
N 1.221 0.011 -1.022
N 0.156 0.123 1.008
S -0.321 0.433 2.479
S -0.411 0.303 -1.581
H -1.021 -1.439 -0.025
H -1.981 0.241 0.241
H 2.004 0.333 -1.587

Output
* spin multiplicity: 1
* SMILES: [S-][N+]1=NNSC1
* E_HOMO (spin up / spin down): -8.16 / -8.16 eV
* HOMO-LUMO gap (spin up / spin down): 7.690 / 7.695 eV
* LUMO energy (spin up / spin down): -0.472 / -0.468 eV

No. 2
Density functional theory data (the ωB97M-V functional and the def2-TZVPD basis) for a cluster of 3 separate species, C4H15NO3 in total in a non-equilibrium geometry.

Cartesian coordinates (Å):
C -0.409 -0.482 0.927
C 0.146 0.503 -0.031
C 0.816 1.661 0.740
C 2.010 1.400 1.523
O -0.306 1.980 1.575
N -0.750 0.972 -1.067
H -1.362 0.090 1.328
H 0.124 -0.830 1.785
H -0.589 -1.530 0.469
H 1.082 0.121 -0.579
H 1.031 2.462 0.030
H 2.328 0.374 1.338
H 1.905 1.308 2.579
H 2.777 2.129 1.227
H 0.055 2.401 2.442
H -1.501 0.335 -1.195
H -0.354 1.350 -1.971
H -2.864 -2.626 -1.356
H -2.543 -1.509 -2.378
O -2.173 -2.123 -1.776
H 0.068 -2.959 -1.125
H 1.183 -2.050 -0.993
O 1.045 -2.902 -1.436

Output
* spin multiplicity: 1
* SMILES: C[C@H](O)[C@@H](C)N.O.O
* E_HOMO: -8.68 eV
* HOMO-LUMO gap: 9.251 eV
* LUMO energy: 0.571 eV

No. 3
Density functional theory data (the ωB97M-V functional and the def2-TZVPD basis) for a structure of composition C33H35OSiYb in a non-equilibrium geometry.

Cartesian coordinates (Å):
Yb 0.323 0.363 -1.132
C 2.586 1.072 0.022
C 2.835 0.155 -1.034
C 2.573 0.813 -2.266
H 3.234 -0.850 -0.921
C 2.147 2.144 -1.967
C 2.152 2.298 -0.554
H 1.932 3.216 -0.016
H 2.759 0.881 1.078
H 2.778 0.409 -3.256
H 1.947 2.927 -2.691
C -2.291 0.993 -0.619
C -1.672 2.183 -0.158
C -1.155 2.871 -1.279
H -1.657 2.536 0.877
C -1.457 2.115 -2.442
C -2.161 0.946 -2.034
H -2.621 0.210 -2.697
H -2.837 0.275 -0.007
H -0.671 3.847 -1.270
H -1.297 2.438 -3.469
O 0.723 -1.957 -1.376
C -0.171 0.447 -5.669
C 0.435 -0.762 -5.522
C 0.650 1.711 -5.718
C -1.665 0.502 -5.901
C 0.823 -2.213 -2.611
H 1.536 -0.817 -5.407
H -0.138 -1.710 -5.585
H 0.049 -2.721 -3.200
H 1.771 -2.051 -3.151
H 0.632 2.116 -6.744
H 1.698 1.532 -5.438
H 0.275 2.491 -5.046
H -1.877 0.331 -6.973
H -2.117 1.460 -5.622
H -2.178 -0.280 -5.320
C -0.772 3.207 4.724
C 0.282 3.126 3.805
C 0.409 2.004 2.981
C -0.502 0.931 3.080
C -1.546 1.014 4.021
C -1.689 2.154 4.823
Si -0.269 -0.555 1.989
C 1.368 -1.322 2.407
C 1.952 -2.250 1.524
C 3.153 -2.883 1.846
C 3.805 -2.577 3.047
C 3.246 -1.638 3.922
C 2.028 -1.017 3.612
C -1.622 -1.787 2.293
C -1.319 -3.135 2.577
C -2.346 -4.061 2.798
C -3.686 -3.657 2.748
C -3.998 -2.322 2.466
C -2.977 -1.392 2.238
H -0.876 4.087 5.360
H 1.010 3.934 3.728
H 1.232 1.956 2.263
H -2.246 0.186 4.131
H -2.519 2.214 5.527
H 1.461 -2.483 0.575
H 3.573 -3.614 1.156
H 4.745 -3.071 3.298
H 3.752 -1.387 4.853
H 1.588 -0.297 4.305
H -0.277 -3.456 2.628
H -2.096 -5.100 3.010
H -4.483 -4.381 2.924
H -5.037 -1.996 2.426
H -3.238 -0.352 2.031

Output
* spin multiplicity: 2
* E_HOMO (spin up / spin down): 0.76 / 0.06 eV
* total charge: -2
* HOMO-LUMO gap (spin up / spin down): 4.023 / 4.705 eV
* LUMO energy (spin up / spin down): 4.782 / 4.769 eV

No. 4
Density functional theory data (the ωB97M-V functional and the def2-TZVPD basis) for a cluster of 2 separate species, C6H10O in total.

Cartesian coordinates (Å):
C -0.439 1.056 -1.875
C 0.442 0.133 -1.507
C 0.478 -0.407 1.065
C 0.523 -1.887 0.842
O 1.734 0.106 1.269
C -0.624 0.305 1.237
C -1.559 1.124 0.838
H -0.209 2.116 -1.831
H -1.478 1.384 -0.224
H -1.418 0.779 -2.253
H 1.441 0.384 -1.164
H 0.210 -0.924 -1.576
H 0.757 -2.370 1.793
H -0.435 -2.264 0.474
H 1.311 -2.151 0.127
H 1.650 1.062 1.386
H -2.383 1.554 1.398

Output
* spin multiplicity: 1
* SMILES: C=C=C(C)O.C=C
* E_HOMO: -8.60 eV
* HOMO-LUMO gap: 9.502 eV
* LUMO energy: 0.905 eV

No. 5
Density functional theory data (the ωB97M-V functional and the def2-TZVPD basis) for a structure of composition C29H30FLiN6O3S in a non-equilibrium geometry.

Cartesian coordinates (Å):
Li 0.608 1.077 0.284
F -4.672 4.211 0.549
C -3.317 4.008 0.564
C -2.602 4.118 -0.610
C -1.237 3.888 -0.597
C -0.537 3.538 0.582
C 0.882 3.291 0.580
C -1.318 3.496 1.761
C -2.685 3.707 1.753
H -3.112 4.390 -1.527
H -0.681 3.982 -1.524
H 1.357 3.438 1.553
H 1.409 3.803 -0.225
H -0.826 3.285 2.704
H -3.264 3.651 2.668
C -1.782 -0.631 4.021
N -0.374 -0.653 3.648
C 0.561 -1.290 4.383
C 1.861 -1.291 4.016
C 2.206 -0.587 2.822
N 1.279 0.027 2.091
C -0.011 -0.026 2.444
O -0.901 0.443 1.738
N 3.475 -0.476 2.416
H -1.879 -0.785 5.094
H -2.339 -1.401 3.486
H -2.198 0.333 3.739
H 0.206 -1.794 5.272
H 2.611 -1.796 4.606
H 4.163 -1.104 2.791
H 3.560 -0.144 1.448
O -0.069 -0.017 -1.075
S -0.697 -1.155 -0.342
C -0.892 -2.480 -1.563
C -0.798 -3.786 -1.109
C -0.948 -4.837 -2.002
C -1.177 -4.572 -3.345
C -1.264 -3.260 -3.792
C -1.124 -2.209 -2.900
C -2.470 -0.808 -0.299
C -2.934 0.321 -0.945
C -4.293 0.597 -0.933
C -5.168 -0.244 -0.263
C -4.686 -1.367 0.398
C -3.332 -1.654 0.380
H -0.599 -3.978 -0.061
H -0.875 -5.859 -1.655
H -1.276 -5.390 -4.047
H -1.447 -3.057 -4.839
H -1.189 -1.179 -3.231
H -2.223 0.982 -1.424
H -4.667 1.484 -1.426
H -6.226 -0.017 -0.245
H -5.370 -2.014 0.933
H -2.949 -2.536 0.885
C 4.305 -1.856 -3.191
N 4.194 -0.654 -2.376
C 4.878 0.462 -2.710
C 4.807 1.594 -1.972
C 3.962 1.554 -0.826
N 3.305 0.459 -0.484
C 3.372 -0.684 -1.216
O 2.789 -1.712 -0.918
N 3.796 2.626 -0.028
H 5.351 -2.133 -3.318
H 3.855 -1.699 -4.172
H 3.774 -2.648 -2.676
H 5.478 0.392 -3.607
H 5.342 2.487 -2.255
H 4.098 3.518 -0.381
H 2.924 2.623 0.502

Output
* spin multiplicity: 1
* E_HOMO: -5.20 eV
* HOMO-LUMO gap: 5.613 eV
* LUMO energy: 0.415 eV

No. 6
Density functional theory data (the ωB97M-V functional and the def2-TZVPD basis) for the ion C5H10BrN2 with charge +1 in a non-equilibrium geometry.

Cartesian coordinates (Å):
C 1.928 0.176 0.113
C -0.272 -0.471 0.175
C -0.294 1.049 0.465
C -1.260 1.792 -0.451
C 1.498 -2.222 -0.083
N 1.134 -0.844 0.075
N 1.068 1.471 0.188
Br 3.746 0.244 -0.039
H -0.757 -1.061 0.955
H -0.764 -0.688 -0.778
H -0.557 1.242 1.513
H -0.955 1.676 -1.488
H -1.272 2.852 -0.209
H -2.267 1.401 -0.326
H 1.297 -2.766 0.842
H 0.900 -2.668 -0.879
H 2.554 -2.319 -0.330
H 1.482 2.257 0.662

Output
* spin multiplicity: 1
* SMILES: C[C@H]1CN(C)C(Br)=[NH+]1
* E_HOMO: -14.15 eV
* total charge: +1
* HOMO-LUMO gap: 10.184 eV
* LUMO energy: -3.963 eV